Density functional theory data (ωB97M-V/def2-TZVPD) for a structure of composition C28H22N2O7S3Ti.

Positions of all 63 atoms, in Å:
Ti (-0.7690, 0.2862, -0.0641)
O (2.7357, 1.3977, -1.4887)
S (1.3642, 1.0251, -1.4880)
O (0.4717, 1.8626, -0.6075)
O (1.0619, -0.3696, -1.1020)
C (0.6993, 1.3005, -3.1140)
C (1.5331, 1.9596, -3.9954)
C (1.0803, 2.3095, -5.2648)
C (-0.2001, 1.9891, -5.6566)
C (-1.0535, 1.3191, -4.7856)
C (-0.6258, 0.9742, -3.5169)
S (-1.8778, 0.2410, -2.4874)
O (-1.3292, -0.9383, -1.7722)
O (-3.0323, 0.0157, -3.2831)
O (-2.0586, 1.2206, -1.3522)
H (2.5400, 2.1934, -3.6784)
H (1.7387, 2.8425, -5.9383)
H (-0.5531, 2.2631, -6.6420)
H (-2.0579, 1.0583, -5.0857)
C (-2.7819, 3.4911, 2.1132)
C (-3.8617, 2.8285, 2.6529)
C (-3.9797, 1.4513, 2.4679)
C (-2.9938, 0.7890, 1.7787)
N (-1.9398, 1.4355, 1.2703)
C (-1.8484, 2.7554, 1.3955)
C (-2.9591, -0.7145, 1.5809)
C (-3.8843, -1.5890, 2.0961)
C (-3.6980, -2.9562, 1.8959)
C (-2.5910, -3.4032, 1.2057)
C (-1.7013, -2.4582, 0.7174)
N (-1.8979, -1.1572, 0.9025)
H (-2.6642, 4.5604, 2.2160)
H (-4.6225, 3.3690, 3.2013)
H (-4.8435, 0.9182, 2.8402)
H (-1.0097, 3.2211, 0.8929)
H (-4.7439, -1.2247, 2.6412)
H (-4.4219, -3.6615, 2.2848)
H (-2.4151, -4.4558, 1.0348)
H (-0.8172, -2.7346, 0.1570)
O (0.5802, 0.1203, 1.4410)
S (1.3868, -0.4561, 2.5881)
C (0.2397, -1.2666, 3.6508)
C (-0.8103, -0.5803, 4.2549)
C (-1.6489, -1.2708, 5.1075)
C (-1.4337, -2.6290, 5.3552)
C (-0.3925, -3.3020, 4.7374)
C (0.4579, -2.6157, 3.8744)
C (1.7923, 0.9673, 3.5672)
C (1.4713, 2.2266, 3.0962)
C (1.7276, 3.3226, 3.9142)
C (2.2969, 3.1422, 5.1644)
C (2.6431, 1.8668, 5.6036)
C (2.3947, 0.7662, 4.8033)
H (-0.9539, 0.4790, 4.0690)
H (-2.4641, -0.7522, 5.5965)
H (-2.0803, -3.1574, 6.0440)
H (-0.2329, -4.3553, 4.9265)
H (1.2824, -3.1249, 3.3885)
H (1.0498, 2.3420, 2.1075)
H (1.4847, 4.3184, 3.5668)
H (2.4822, 3.9971, 5.8012)
H (3.1065, 1.7319, 6.5719)
H (2.6576, -0.2303, 5.1415)

Forces on the atoms, in the same order (eV/Å):
1.33 0.15 -0.75
0.06 0.08 -0.03
0.05 0.12 0.04
0.34 -0.09 -0.17
0.05 0.34 -0.08
-0.50 -0.10 -0.17
-0.03 -0.09 -0.03
0.09 0.05 -0.03
-0.05 0.03 -0.09
0.08 -0.08 0.02
0.51 0.12 0.11
-0.28 0.05 0.13
-0.12 0.26 -0.16
-0.01 -0.01 -0.03
-0.16 -0.18 -0.36
-0.02 0.03 -0.01
0.00 -0.04 0.01
0.00 -0.02 0.02
0.00 0.03 -0.01
0.28 0.06 -0.19
-0.25 -0.34 0.05
-0.38 0.30 0.19
0.12 -1.08 0.06
-0.34 0.28 0.12
-0.02 0.14 0.11
-0.03 0.94 0.30
-0.34 -0.37 0.10
-0.27 0.27 0.17
0.31 0.03 -0.11
-0.22 -0.32 0.11
-0.29 -0.53 0.20
0.00 -0.02 -0.01
0.01 -0.02 -0.02
0.05 0.05 0.06
0.02 0.01 0.03
0.02 -0.06 0.00
0.02 0.04 -0.01
0.00 0.03 0.01
-0.04 -0.01 -0.07
0.00 -0.06 0.61
0.23 -0.04 -0.59
-0.04 0.00 0.25
-0.02 -0.02 0.00
-0.04 -0.10 0.03
-0.01 0.09 -0.04
0.01 0.02 -0.04
-0.10 -0.11 0.07
-0.17 0.00 0.19
0.06 0.08 0.06
0.01 -0.02 -0.06
0.02 -0.05 0.03
0.02 0.05 0.01
0.02 0.03 -0.01
0.05 -0.02 0.01
0.01 -0.03 0.01
-0.01 0.01 -0.03
0.00 0.02 0.02
-0.01 0.03 0.02
-0.03 0.01 -0.02
0.01 -0.01 0.00
0.02 -0.01 -0.02
-0.01 0.01 -0.01
-0.04 0.03 -0.01

Summary:
2S+1: 2
energy: -102325.160 eV
total charge: +1

Density functional theory data (ωB97M-V/def2-TZVPD) for a structure of composition C28H23BN9O2V.

Positions of all 64 atoms, in Å:
V (0.7821, -0.1429, -0.4519)
C (0.4486, 3.3690, 1.7735)
C (0.2241, 2.7005, 0.5922)
N (0.4093, 1.3700, 0.7675)
N (0.7429, 1.1892, 2.0832)
C (0.7876, 2.3775, 2.6858)
B (1.0433, -0.2495, 2.6265)
N (-0.0595, -1.1926, 2.0310)
C (-0.7229, -2.1432, 2.6655)
C (-1.4869, -2.8739, 1.7436)
C (-1.2105, -2.3139, 0.5302)
N (-0.3315, -1.2679, 0.6805)
N (2.3716, -0.6950, 1.9424)
C (3.5857, -1.0181, 2.3821)
C (4.4275, -1.2244, 1.2893)
C (3.6475, -1.0072, 0.1813)
N (2.3831, -0.7031, 0.5719)
N (1.0496, -0.3525, 4.0923)
C (0.2370, 0.2266, 5.0427)
C (0.4960, -0.3803, 6.2247)
C (1.4964, -1.3367, 5.9205)
N (1.8116, -1.3491, 4.6381)
H (0.3921, 4.4310, 1.9486)
H (-0.0218, 3.1137, -0.3691)
H (1.0772, 2.4607, 3.7214)
H (-0.6128, -2.2713, 3.7348)
H (-2.1336, -3.7113, 1.9516)
H (-1.5777, -2.6007, -0.4385)
H (3.7826, -1.0890, 3.4404)
H (5.4702, -1.4965, 1.3135)
H (3.9254, -1.0356, -0.8593)
H (-0.4774, 1.0028, 4.8128)
H (0.0311, -0.1936, 7.1783)
H (1.9825, -2.0252, 6.5969)
O (2.5352, 1.2982, -3.6047)
C (1.6670, 1.1751, -2.8308)
O (1.7587, 0.5708, -1.5894)
C (0.2375, 1.6490, -2.9842)
C (-0.1397, 2.4222, -4.0693)
C (-1.4610, 2.8499, -4.1316)
C (-2.3304, 2.4903, -3.0980)
C (-3.6900, 2.9175, -3.0667)
C (-4.5542, 2.5614, -1.9945)
C (-4.0839, 1.7796, -0.9655)
C (-2.7498, 1.3399, -0.9723)
C (-1.8527, 1.6955, -2.0394)
N (-0.5843, 1.2713, -1.9942)
H (0.5932, 2.6736, -4.8278)
H (-1.8109, 3.4556, -4.9603)
H (-4.0652, 3.5295, -3.8831)
H (-5.5818, 2.9059, -1.9898)
H (-4.7433, 1.5038, -0.1513)
H (-2.3693, 0.7256, -0.1629)
C (-0.1885, -3.4571, -3.8062)
C (-1.2724, -2.6278, -3.5310)
C (-1.1409, -1.5662, -2.6411)
C (0.0913, -1.3945, -2.0428)
C (1.1993, -2.1737, -2.3059)
C (1.0364, -3.2410, -3.1948)
H (-0.2984, -4.2707, -4.5095)
H (-2.2304, -2.8026, -4.0034)
H (-2.0024, -0.9502, -2.4232)
H (2.1748, -2.0210, -1.8628)
H (1.8854, -3.8771, -3.4079)

Forces on the atoms, in the same order (eV/Å):
-0.80 -1.47 0.83
0.02 0.08 0.00
0.12 -0.13 0.06
-0.31 0.39 0.28
-0.09 -0.01 -0.16
0.05 -0.04 0.07
0.16 -0.07 -0.13
-0.17 0.12 -0.39
-0.11 -0.14 0.17
0.00 -0.04 0.14
0.15 0.14 0.15
-0.65 -0.77 0.24
-0.10 -0.14 -0.16
0.10 0.08 0.09
0.07 -0.03 -0.03
-0.08 0.04 0.11
-0.32 0.16 0.01
0.01 0.37 -0.13
-0.01 -0.04 -0.48
0.22 -0.31 0.28
0.07 -0.38 0.05
-0.33 0.42 0.65
0.02 -0.06 0.01
0.00 -0.03 -0.05
-0.06 -0.03 0.02
0.00 0.03 -0.08
0.05 0.06 0.00
0.06 0.04 -0.05
-0.06 0.01 -0.07
-0.06 0.02 0.01
-0.05 0.01 -0.04
0.07 -0.04 -0.09
0.09 0.05 -0.01
-0.04 0.03 -0.04
0.33 -0.04 -0.10
-0.76 0.05 0.19
2.12 1.27 -2.32
-0.05 -0.17 0.28
-0.09 0.05 -0.08
0.13 0.02 -0.13
-0.32 0.17 -0.09
-0.13 -0.06 0.14
0.12 0.20 -0.41
0.32 -0.21 0.15
-0.17 0.10 -0.04
-0.09 -0.19 0.32
0.26 0.16 0.08
-0.05 0.00 0.02
0.03 0.00 0.02
-0.01 -0.04 0.09
0.05 0.02 -0.09
0.07 -0.01 -0.01
0.00 0.00 -0.01
0.00 0.05 0.04
0.04 -0.03 0.01
0.05 -0.10 -0.02
0.26 0.56 0.66
-0.12 -0.12 -0.02
-0.06 0.01 0.04
-0.01 -0.02 -0.01
0.02 -0.02 -0.02
0.03 0.03 0.03
0.02 0.07 0.01
-0.01 -0.01 -0.02

Summary:
2S+1: 2
energy: -73252.491 eV
total charge: +3

Density functional theory data (ωB97M-V/def2-TZVPD) for a structure of composition C28H23Br2N8RuS4Si.

Positions of all 67 atoms, in Å:
Ru (-0.0195, -0.2787, 0.0670)
N (0.6820, -1.8620, 3.1296)
C (-0.0533, -0.7304, 3.2350)
N (-0.5525, -0.0699, 2.2116)
C (-1.3305, 1.0007, 2.6851)
C (-1.3581, 1.1438, 4.0234)
S (-0.4550, -0.1024, 4.7815)
C (-2.0573, 1.8704, 1.7442)
C (-2.7646, 2.9847, 2.0406)
S (-3.4027, 3.6667, 0.5874)
C (-2.6655, 2.3805, -0.3120)
N (-2.0078, 1.5340, 0.4190)
N (-2.8202, 2.2163, -1.6578)
H (0.9806, -2.0491, 2.1878)
H (1.3657, -2.0354, 3.8484)
H (-1.8754, 1.8890, 4.6034)
H (-2.9255, 3.4540, 2.9966)
H (-3.0649, 3.0148, -2.2170)
H (-2.1798, 1.5495, -2.0769)
Br (-5.5771, -4.4564, -0.0452)
C (-4.0874, -3.3229, -0.1615)
C (-4.2469, -1.9768, -0.3960)
C (-3.1127, -1.1793, -0.4303)
N (-1.8802, -1.6590, -0.2548)
C (-1.7459, -2.9701, -0.1027)
C (-2.8104, -3.8452, -0.0209)
C (-0.3251, -3.4753, -0.0546)
C (-0.0406, -4.8066, -0.3004)
C (1.2814, -5.2194, -0.2331)
Br (1.7160, -7.0108, -0.5659)
C (2.2623, -4.3038, 0.0741)
C (1.8759, -2.9879, 0.2694)
N (0.6078, -2.5665, 0.1987)
H (-5.2242, -1.5387, -0.5391)
H (-3.1910, -0.1166, -0.5973)
H (-2.6714, -4.8999, 0.1588)
H (-0.8149, -5.5095, -0.5664)
H (3.3025, -4.5863, 0.1530)
H (2.6082, -2.2327, 0.5036)
S (-0.1041, -0.0459, -2.2901)
C (0.4233, 1.5714, -2.5535)
C (0.3633, 2.0376, -3.9309)
N (0.3022, 2.3753, -5.0275)
C (0.8230, 2.4316, -1.5971)
S (0.9612, 1.9398, 0.0983)
C (1.1322, 3.8109, -1.8804)
N (1.3518, 4.9244, -2.0709)
C (3.9664, 1.8150, -0.6246)
Si (2.6799, 0.5204, -0.1892)
C (3.0426, -0.7365, -1.5168)
C (3.2418, 0.0483, 1.5540)
C (2.8330, 0.7869, 2.6703)
C (3.3772, 0.5709, 3.9290)
C (4.3385, -0.4149, 4.1168)
C (4.7779, -1.1530, 3.0264)
C (4.2522, -0.9016, 1.7626)
H (4.9619, 1.3604, -0.6701)
H (3.9792, 2.6055, 0.1277)
H (3.7649, 2.2722, -1.5983)
H (4.0760, -1.0848, -1.3884)
H (2.9982, -0.2196, -2.4782)
H (2.3653, -1.5805, -1.5657)
H (2.0814, 1.5625, 2.5595)
H (3.0453, 1.1706, 4.7680)
H (4.7616, -0.5863, 5.0991)
H (5.5497, -1.9025, 3.1545)
H (4.6507, -1.4604, 0.9195)

Forces on the atoms, in the same order (eV/Å):
-0.59 1.05 -0.26
0.01 -0.10 0.04
-0.12 0.15 -0.27
0.15 0.10 0.43
0.00 0.03 -0.37
-0.09 0.03 0.18
0.03 0.03 0.25
0.35 -0.29 0.15
-0.02 0.11 0.00
-0.04 0.08 0.03
0.04 0.04 -0.15
-0.21 -0.13 -0.23
-0.12 -0.01 0.15
0.12 0.01 -0.09
0.05 0.03 -0.02
-0.01 -0.02 -0.03
0.00 0.01 -0.04
0.05 0.01 -0.02
0.06 0.04 -0.03
-0.13 -0.09 0.01
0.31 -0.23 0.05
-0.02 0.35 -0.06
0.06 -0.09 0.03
-0.04 0.21 0.09
1.03 -0.51 0.01
-0.50 -0.03 -0.02
-1.12 0.12 -0.04
0.32 -0.25 -0.03
-0.43 0.02 -0.05
0.06 -0.17 -0.02
0.20 0.30 0.10
-0.11 -0.22 0.02
0.62 0.22 -0.10
0.01 -0.01 -0.01
-0.01 -0.03 0.03
0.01 0.00 0.00
0.00 0.00 0.02
-0.01 0.00 -0.02
0.03 -0.05 0.06
0.03 -0.20 0.16
-0.23 -0.09 -0.87
0.06 -0.20 0.47
-0.04 0.03 -0.03
0.27 0.91 0.24
-0.08 -0.69 0.09
-0.09 -0.59 0.11
0.03 0.05 0.01
0.09 0.22 -0.16
0.09 0.16 0.49
0.04 -0.26 -0.21
0.26 -0.06 0.17
-0.08 -0.02 -0.02
-0.07 -0.09 0.01
0.01 0.01 -0.04
-0.03 0.08 -0.04
-0.13 -0.03 0.00
-0.04 0.01 0.01
0.05 0.02 -0.03
0.03 0.02 0.04
-0.06 0.02 -0.02
0.00 0.00 0.01
0.03 0.01 -0.16
-0.01 -0.02 0.00
0.00 0.00 -0.01
-0.01 -0.01 -0.01
-0.02 0.00 -0.02
-0.01 0.01 0.02

Summary:
2S+1: 2
energy above the lowest of the compared OMol25 structures with the same formula, charge and spin: 31.7 kcal/mol

Q: Which largest force on an atom values were calculated for the entries above? A: 1.54; 3.39; 1.23, in eV/Å.